110
Properties=species:S:1:pos:R:3:forces:R:3:mulliken_charge:R:1 method="wB97M-V/def2-TZVPD" e_homo_ev=-10.39 smiles="O=C1OC[C@@H](F)O1.O=C1OC[C@@H](F)O1.O=C1OC[C@@H](F)O1.O=C1OC[C@@H](F)O1.C[C@H]1COC(=O)O1.C[C@H]1COC(=O)O1.C[C@H]1COC(=O)O1.C[C@H]1COC(=O)O1.C[C@H]1COC(=O)O1.ClCCl" charge=0 orbital_gap_ev=9.855 multiplicity=1
O -0.675 0.361 5.512 -0.8801 1.2990 -2.0905 -0.574
C -1.221 0.976 4.615 1.2312 -0.9132 2.0566 0.646
O -2.502 0.932 4.333 -2.7167 -1.5536 1.2520 -0.368
C -2.838 1.595 3.153 0.8726 -0.4800 -1.3956 -0.179
C -1.678 2.508 3.021 -0.3143 -1.5780 -0.6232 1.241
F -2.068 3.608 3.637 0.6247 2.5506 0.9783 -0.351
O -0.649 1.838 3.759 0.7673 1.2842 -1.3330 -0.160
H -2.769 0.931 2.292 -0.5868 -0.4836 0.0866 0.015
H -3.742 2.203 3.116 -0.1780 -0.5812 0.6502 0.355
H -1.518 2.664 1.955 1.1935 0.3660 0.3203 -0.435
O -3.708 -4.144 -2.964 2.4750 -1.2874 -0.2662 -0.548
C -2.618 -4.676 -2.880 -1.3198 1.1131 2.1218 0.664
O -1.892 -4.803 -1.724 -3.4561 1.5559 1.6600 -0.187
C -0.827 -5.636 -1.935 1.3284 0.5438 2.5335 -0.452
C -0.546 -5.290 -3.313 0.9205 0.0618 1.4138 0.532
F 0.078 -6.335 -3.755 1.7630 -2.5408 -2.9353 -0.326
O -1.836 -5.215 -3.795 -1.1484 0.5108 -3.7932 -0.370
H -0.046 -5.339 -1.236 0.0746 -0.1742 -0.0825 0.108
H -1.063 -6.692 -1.805 -0.1485 -0.0492 -0.1931 0.379
H 0.085 -4.412 -3.448 -0.4488 0.4040 -0.3289 0.297
O 1.568 1.114 -1.492 0.5282 1.1470 -2.7807 -0.143
C 1.704 1.665 -2.579 -1.4133 -0.1640 1.2103 0.198
O 1.038 1.388 -3.728 -0.2191 -0.5820 1.5897 -0.235
C 1.610 2.136 -4.783 -0.7071 -1.0142 -1.2402 -0.625
C 2.284 3.290 -4.091 1.0858 -1.9218 -0.2662 0.304
F 1.516 4.360 -3.992 -0.8205 1.4329 -0.3194 -0.255
O 2.435 2.793 -2.789 0.9447 -0.4660 1.0909 -0.286
H 2.191 1.382 -5.313 1.0061 0.6317 -0.0035 0.388
H 0.873 2.416 -5.535 -0.4135 0.3543 0.5133 0.294
H 3.258 3.491 -4.536 -0.0365 0.5452 0.2761 0.299
O 0.968 -3.044 -1.387 -0.0478 2.0257 2.3240 -0.543
C 0.941 -2.197 -0.488 -0.6469 -0.9778 -1.2583 0.302
O -0.163 -1.587 -0.028 -0.5833 0.3991 0.9683 0.267
C 0.204 -0.486 0.882 0.1156 0.7157 -0.8304 0.967
C 1.701 -0.661 1.104 -0.8573 -0.3218 -1.1689 0.672
F 1.955 -1.001 2.402 0.2191 -0.2910 -0.8936 -0.288
O 1.992 -1.707 0.152 1.8075 -0.1547 0.7659 -0.391
H -0.060 0.443 0.377 0.3622 -0.1484 -0.3853 -1.100
H -0.303 -0.344 1.836 -0.3773 -1.3157 0.0209 -0.030
H 2.317 0.179 0.782 0.0424 -0.0672 0.4899 0.057
C 4.230 -1.492 4.910 -0.3033 -0.9358 0.7036 -1.462
C 4.135 -0.106 5.485 2.7682 1.0481 0.5811 0.873
C 3.073 0.274 6.492 -0.2838 -0.7614 -0.7992 -0.147
O 3.707 0.607 7.729 1.0981 0.2094 -0.2564 -0.368
C 5.087 0.509 7.582 -0.6508 -0.7016 0.1596 0.577
O 5.907 0.673 8.451 -1.2911 0.0531 -1.2622 -0.558
O 5.333 0.094 6.325 1.0653 0.0219 0.1673 -0.440
H 3.251 -1.897 4.653 -0.0281 0.2607 -0.5152 0.287
H 4.579 -2.187 5.673 0.0209 0.1238 0.4006 0.449
H 4.967 -1.622 4.117 -0.3337 0.4416 -0.2493 0.331
H 4.292 0.658 4.723 -0.5524 -0.1621 -0.1408 0.003
H 2.512 -0.653 6.609 -0.8535 0.5729 0.4411 0.244
H 2.572 1.125 6.030 -0.6864 -0.1768 0.7564 0.231
C -2.895 4.982 -2.960 1.5482 -0.2504 -0.6722 -1.551
C -1.771 4.069 -2.368 -0.7762 1.5617 -1.0530 0.806
C -1.197 4.514 -1.050 -0.0674 1.3494 -1.1827 -0.274
O -1.087 3.322 -0.314 0.5563 -0.2619 0.8433 -0.154
C -1.884 2.409 -0.846 -2.9452 -2.6894 0.9098 0.612
O -2.236 1.360 -0.247 1.5231 3.5202 -2.5135 -0.521
O -2.404 2.896 -2.033 -0.0919 -3.6237 2.0942 -0.365
H -2.393 5.856 -3.378 -0.2358 0.3360 0.1349 0.433
H -3.688 5.265 -2.268 0.3801 -0.0896 0.3479 0.369
H -3.374 4.491 -3.807 0.1617 -0.2658 0.0591 0.335
H -0.922 3.864 -3.021 -0.3596 -0.0056 -0.7489 -0.239
H -1.961 5.207 -0.698 0.5074 0.0677 1.1643 0.207
H -0.208 4.940 -1.216 -0.2101 0.2396 0.5100 0.252
C 2.439 5.204 0.208 0.4231 0.3630 -0.3809 -1.873
C 2.477 3.750 0.610 0.5561 1.1331 -1.3473 2.122
C 3.853 3.093 0.615 -1.6572 0.3880 -0.9661 -0.387
O 3.704 2.197 1.717 2.2582 -1.0441 -1.7473 -0.309
C 2.758 2.563 2.517 -1.1281 1.3323 2.8603 0.416
O 2.611 2.072 3.620 -0.6270 1.2897 -2.2989 -0.474
O 2.113 3.693 1.951 -0.5435 -2.0783 2.2641 -0.423
H 3.124 5.762 0.847 -0.5170 0.2704 0.3796 0.466
H 1.401 5.537 0.211 0.1774 0.3418 0.5439 0.378
H 2.796 5.449 -0.792 0.0715 -0.6426 -0.3083 0.330
H 1.794 3.228 -0.060 -0.2287 -0.5457 0.3781 -0.789
H 4.617 3.860 0.742 0.3605 -0.4855 0.3107 0.377
H 3.895 2.565 -0.338 0.8078 -0.2920 0.3152 0.251
C -1.475 -0.955 -2.750 -0.1019 -1.3421 -1.6794 -0.058
C -1.737 -0.689 -4.290 0.5391 0.9090 2.5086 -0.009
C -3.014 -1.233 -4.973 1.5078 -0.3583 0.6010 -0.185
O -3.727 -0.060 -5.299 0.3265 0.6117 -0.0922 -0.379
C -2.951 1.053 -4.992 -4.3237 2.0695 -1.9315 0.538
O -3.325 2.184 -5.266 0.7755 -1.7625 0.4069 -0.614
O -1.903 0.734 -4.367 2.3241 0.0024 0.7987 -0.096
H -0.727 -0.329 -2.262 0.0415 0.2011 -0.6055 -0.443
H -1.078 -1.969 -2.788 0.1291 -0.2107 0.6391 -0.132
H -2.348 -0.967 -2.098 -0.2471 0.1775 -0.5088 0.202
H -0.838 -0.852 -4.883 0.0297 -0.5313 0.2211 0.398
H -3.553 -1.930 -4.331 -0.3261 0.2991 -0.0283 0.234
H -2.640 -1.774 -5.842 -0.6449 0.0639 -0.3842 0.265
C -3.830 -2.144 0.338 -0.8982 -0.4353 -0.0026 -1.112
C -3.468 -3.346 1.224 0.2801 2.5611 -1.5101 0.825
C -2.661 -2.920 2.430 0.6145 -0.4026 -0.1644 0.381
O -3.346 -3.611 3.442 1.4262 -0.1515 2.6159 -0.434
C -4.561 -3.967 3.088 -2.2918 -2.2684 2.3346 0.607
O -5.408 -4.501 3.812 2.2691 1.6947 -1.7658 -0.617
O -4.692 -3.750 1.809 -1.1754 -0.4004 -1.9168 -0.405
H -3.080 -1.677 -0.300 0.3288 -0.3599 0.4033 -0.083
H -4.284 -1.400 0.993 0.0796 0.2183 -0.0823 0.418
H -4.629 -2.516 -0.303 -0.0075 0.2082 -0.2699 0.464
H -3.030 -4.104 0.575 -0.0203 -0.4283 0.5269 0.033
H -2.637 -1.865 2.704 -0.4951 0.2631 -0.4137 -0.115
H -1.611 -3.200 2.355 -0.0763 -0.4893 0.2618 0.172
Cl 2.605 -6.655 -0.390 -0.2857 0.2913 0.1288 -0.172
C 2.957 -6.173 -2.058 -0.7776 -1.0893 -0.3675 0.162
Cl 4.606 -5.794 -2.278 1.6939 0.7452 -0.0999 -0.164
H 2.832 -7.081 -2.648 -0.5864 0.3208 -0.0188 0.274
H 2.345 -5.340 -2.403 -0.0623 -0.1942 0.3781 -0.110